DFT (wB97M-V/def2-TZVPD) results for a cluster of 6 separate species, CH12O6 in total.

The geometry in XYZ format:
```
19
Properties=species:S:1:pos:R:3:forces:R:3
C 2.960757 0.882695 1.054368 0.67 -1.58 -0.33
O 1.887763 1.298340 1.352249 -0.98 0.77 0.44
H 3.159543 0.489985 0.048870 0.12 0.30 -0.33
H 3.752349 0.662378 1.792518 0.04 0.48 0.17
O -0.889551 -2.072841 -0.075672 0.13 0.15 0.20
H -1.458825 -1.538619 0.498645 -0.35 -0.29 0.09
H -1.410597 -2.816924 -0.376420 -0.22 -0.03 0.04
O -0.391525 1.189914 -2.267141 0.03 0.07 0.24
H -0.932776 1.299858 -3.054555 0.04 -0.12 0.06
H -0.027444 0.296028 -2.291468 0.02 -0.08 -0.06
O -1.199719 1.878647 0.580988 1.29 -0.66 -0.26
H -0.947860 1.635444 -0.331338 -0.63 0.25 -0.28
H -0.303665 1.767543 0.961713 -0.52 0.31 0.38
O 1.443476 -1.369001 -1.113361 0.56 0.19 0.09
H 1.505759 -2.325630 -1.015743 -0.02 0.06 -0.21
H 0.894916 -1.147718 -0.350922 -0.22 -0.05 -0.19
O -2.637131 -0.425088 1.411918 0.21 0.48 -0.08
H -2.133215 0.372486 1.129329 -0.20 -0.04 0.06
H -3.272261 -0.077502 2.046024 0.03 -0.21 -0.02
```
Positions in Å, forces in eV/Å.

**Structure (SMILES)**: C=O.O.O.O.O.O
**Energy above the lowest of the compared OMol25 structures with the same formula, charge and spin**: 32.17 kJ/mol


DFT (wB97M-V/def2-TZVPD) results for a cluster of 5 separate species, CH13N3O4 in total.

The geometry in XYZ format:
```
21
Properties=species:S:1:pos:R:3:forces:R:3
N 0.983000 0.426714 -0.108961 0.90 -0.91 2.54
C 2.122272 0.794411 0.353901 -2.22 -0.71 -0.50
N 2.964420 1.818509 -0.162698 0.12 -1.62 1.80
N 2.482233 0.045411 1.494277 1.30 1.56 -1.63
H 0.526571 0.751661 -0.892534 -0.20 1.51 -2.17
H 3.829228 1.398460 -0.462419 0.27 0.54 -0.29
H 2.533733 2.492624 -0.764320 -0.14 -0.30 -0.45
H 1.724943 -0.406813 1.965429 0.18 -0.12 0.05
H 3.268567 0.380201 2.007457 0.11 0.07 0.57
O -0.787680 -1.354186 1.304137 2.38 1.60 -1.46
H -0.473725 -1.296791 0.331421 -0.79 -0.34 2.03
H -0.134041 -0.634717 1.615886 -1.74 -1.44 -0.61
O -3.046517 0.171741 1.305458 -0.09 -1.43 -2.96
H -2.952951 0.467948 2.160876 0.20 1.11 2.99
H -2.312960 -0.483097 1.198253 -0.07 0.60 0.15
O -3.652451 -2.150236 -0.169102 0.03 -0.55 -0.64
H -3.626436 -1.665538 0.649632 -0.14 0.34 0.60
H -3.951279 -1.489949 -0.796757 -0.08 0.08 -0.11
O 0.429565 0.571589 -3.586442 2.37 -3.21 0.28
H -0.470635 0.608288 -3.778444 -2.60 0.67 -0.52
H 0.544142 -0.446231 -3.665050 0.22 2.56 0.32
```
Positions in Å, forces in eV/Å.

**Structure (SMILES)**: N=C(N)N.O.O.O.O
**Energy above the lowest of the compared OMol25 structures with the same formula, charge and spin**: 139.90 kJ/mol


DFT (wB97M-V/def2-TZVPD) results for a cluster of 5 separate species, CH13NO4 in total.

The geometry in XYZ format:
```
19
Properties=species:S:1:pos:R:3:forces:R:3
C 0.236341 -1.352741 -1.643819 1.57 1.30 1.46
N 0.894989 0.024327 -1.984152 -0.72 -1.85 0.36
H -0.302471 -1.739003 -2.474132 -0.37 -0.11 -0.83
H -0.457634 -1.338458 -0.770501 0.75 0.35 -0.57
H 1.076703 -2.003346 -1.427173 -0.27 -0.52 0.19
H 1.914510 0.013993 -1.903615 -0.35 -0.32 0.98
H 0.840086 -0.048176 -2.968563 -0.48 0.85 -1.47
O -0.596379 2.011335 -0.883228 1.32 -2.01 -0.26
H 0.064376 1.218258 -1.170274 -1.36 1.94 0.15
H -0.010531 2.769613 -0.820626 -0.04 0.11 0.05
O -2.385281 -0.252445 0.628882 0.05 -0.10 -0.74
H -2.959055 -0.505848 -0.105958 -0.43 -0.32 0.47
H -1.744873 0.238754 0.103164 0.48 0.76 0.34
O 2.185037 0.785056 0.943190 0.53 -0.71 -0.13
H 1.396381 1.225993 1.252879 -0.39 -0.03 0.15
H 2.130492 -0.137458 1.254072 -0.21 0.68 -0.02
O -0.242393 -1.300147 2.690409 -1.00 1.27 -0.04
H -0.914730 -0.783208 2.180684 0.56 -0.86 0.03
H -0.404104 -0.915342 3.568007 0.38 -0.42 -0.12
```
Positions in Å, forces in eV/Å.

**Structure (SMILES)**: CN.O.O.O.O
**Energy above the lowest of the compared OMol25 structures with the same formula, charge and spin**: 104.88 kJ/mol


DFT (wB97M-V/def2-TZVPD) results for a structure of composition CH13Na6O10.

The geometry in XYZ format:
```
30
Properties=species:S:1:pos:R:3:forces:R:3
Na -14.017650 -11.454540 11.210140 0.09 -0.44 0.88
Na -11.141750 -7.476920 8.018670 0.10 0.23 0.33
Na -10.471420 -15.870140 11.536140 -0.60 0.24 0.90
Na -6.548810 -10.176620 5.080890 0.14 0.12 -0.09
Na -11.486980 -12.749730 5.954390 -0.03 -0.07 -0.03
Na -5.822900 -14.219360 8.953290 0.06 0.14 0.34
O -13.111430 -14.300350 13.960700 0.87 0.56 -1.12
H -12.419090 -13.761630 14.390780 -0.43 -0.33 -0.11
C -8.963700 -11.186450 11.176120 -0.04 -0.70 3.46
O -8.339390 -11.989970 11.884510 1.57 -2.03 0.76
O -9.755410 -10.443520 11.768190 -2.28 2.13 0.97
O -8.866870 -11.102570 9.981450 0.63 0.19 -6.21
O -13.483090 -7.899300 14.798850 -0.11 0.13 -0.44
H -14.082270 -8.639640 14.894310 -0.21 -0.14 0.27
H -12.625370 -8.301040 14.660490 0.35 -0.03 0.18
O -4.873170 -15.350800 14.690770 0.00 -0.18 -0.36
H -5.470910 -14.757540 14.235830 -0.12 0.20 0.01
H -4.901940 -15.066460 15.604310 0.10 0.02 0.33
O -4.237980 -10.580220 13.862600 0.06 0.02 0.06
H -3.843800 -10.793540 13.016810 0.22 0.00 -0.14
H -5.157990 -10.826770 13.767610 -0.32 -0.01 0.07
O -7.844310 -5.748140 11.333030 -0.33 0.06 -0.35
H -8.109090 -6.656730 11.476540 -0.03 -0.26 0.29
H -6.941050 -5.807690 11.021880 0.33 0.11 0.05
O -8.730020 -13.261880 16.475180 -0.19 -0.04 -0.06
H -8.569320 -13.084530 15.548380 -0.02 0.13 -0.25
H -7.860350 -13.415270 16.844480 0.19 -0.01 0.27
O -9.073440 -8.740670 16.522520 -0.11 0.16 0.04
H -9.378600 -9.640130 16.403830 -0.08 -0.31 0.10
H -8.572080 -8.550730 15.729560 0.18 0.10 -0.15
```
Positions in Å, forces in eV/Å.

**Charge**: +3


DFT (wB97M-V/def2-TZVPD) results for a cluster of 6 separate species, CH13O5S in total.

The geometry in XYZ format:
```
20
Properties=species:S:1:pos:R:3:forces:R:3
C -2.442372 0.255504 -0.733430 0.87 -0.51 0.20
S -0.835379 -0.217369 0.073143 -0.48 -0.05 -0.31
H -2.710081 1.229014 -0.361507 -0.35 0.41 -0.12
H -3.243908 -0.454848 -0.534688 -0.02 -0.01 0.18
H -2.278923 0.258070 -1.807068 -0.16 0.29 -0.15
H 1.388419 0.622105 -2.143820 0.35 -0.01 -0.10
H 0.294185 -0.020039 -2.856650 0.07 -0.28 -0.13
O 1.243773 0.127101 -2.964182 -0.38 0.27 0.26
H 0.861646 -0.902268 1.523469 -0.18 0.12 -0.05
H 1.444704 -2.143489 2.151930 0.01 -0.09 0.04
O 1.590356 -1.197845 2.088446 0.07 0.06 0.12
H -1.846020 -3.527543 0.003544 0.07 -0.01 -0.03
H -2.096074 -2.114339 0.471885 0.35 -0.03 0.24
O -2.347812 -3.041004 0.661955 -0.28 -0.06 -0.10
H 2.711544 0.811206 2.137643 -0.10 0.03 0.14
H 3.769138 1.950370 1.852885 -0.31 0.19 0.31
O 3.423418 1.107653 1.566925 0.50 -0.35 -0.51
H 0.086129 3.102713 -0.165165 0.14 0.24 -0.11
H 0.292819 1.644867 -0.346449 0.22 -0.09 -0.19
O 0.694437 2.510140 -0.618866 -0.40 -0.14 0.28
```
Positions in Å, forces in eV/Å.

**Energy above the lowest of the compared OMol25 structures with the same formula, charge and spin**: 88.74 kJ/mol
**Charge**: -1


DFT (wB97M-V/def2-TZVPD) results for a structure of composition CH14MgO6.

The geometry in XYZ format:
```
22
Properties=species:S:1:pos:R:3:forces:R:3
Mg 12.666314 2.683380 -32.123961 -0.87 0.63 0.80
O 10.720791 3.169149 -31.626491 -0.37 0.14 0.27
H 10.085786 2.500028 -31.333485 -0.06 0.25 -0.06
H 10.477880 3.972824 -31.138180 0.02 -0.15 -0.18
O 12.086611 0.726613 -31.966296 -0.35 -0.71 -0.27
H 12.563310 -0.041635 -32.322541 -0.04 0.18 0.16
H 11.190077 0.400604 -31.791627 0.21 -0.04 -0.03
O 12.128790 2.884815 -34.090599 0.27 0.04 -0.83
H 11.560635 2.361532 -34.679749 0.00 0.18 0.24
H 12.607201 3.501406 -34.671949 -0.27 -0.08 0.14
O 14.393100 2.176281 -32.807188 1.29 -0.85 -0.93
H 15.327631 2.005534 -32.607232 -0.25 0.07 0.21
H 14.277985 1.885208 -33.728263 0.22 0.10 0.17
O 12.980220 2.495284 -30.074243 0.48 0.31 0.54
H 13.413606 3.178092 -29.537902 -0.16 -0.17 -0.04
H 12.791698 1.774184 -29.454258 0.05 0.01 -0.25
C 12.982635 5.965533 -32.346833 -0.48 1.31 0.28
O 13.447237 4.636085 -32.052720 0.01 -0.12 0.13
H 12.584044 6.461489 -31.455435 0.05 -0.31 0.04
H 13.775963 6.616874 -32.713304 0.16 -0.37 -0.14
H 12.182251 5.957204 -33.082505 0.10 -0.44 -0.09
H 14.279224 4.726630 -31.569450 -0.02 0.00 -0.18
```
Positions in Å, forces in eV/Å.

**Energy above the lowest of the compared OMol25 structures with the same formula, charge and spin**: 14.12 kJ/mol
**Charge**: +2


| no. | highest occupied orbital energy (eV) | frontier orbital gap (eV) |
| --- | --- | --- |
| 1 | -10.409 | 11.06 |
| 2 | -9.478 | 9.92 |
| 3 | -10.349 | 10.97 |
| 4 | -12.503 | 2.34 |
| 5 | -3.810 | 7.37 |
| 6 | -18.762 | 11.85 |